Entry 1:
Here is 3 unconnected molecules or ions with the total composition C6H14O2 in a non-equilibrium geometry from the OMol25 dataset. Energies are from the ωB97M-V functional and the def2-TZVPD basis.

Positions of all 22 atoms, in Å:
O (5.6216, -3.4371, 3.3976)
O (1.1869, 0.3899, -6.2435)
C (-3.0587, 0.6396, 1.0528)
C (-3.8995, 0.8079, 2.2614)
C (0.5315, 0.3572, 0.0829)
C (1.5944, 0.3692, -0.9522)
C (-1.7005, 0.4613, 1.0025)
C (-0.8021, 0.3382, -0.1044)
H (0.6651, 0.8497, -5.5872)
H (1.9243, -0.6757, -1.0611)
H (2.4842, 0.9302, -0.6031)
H (-1.0708, 0.3134, -1.1669)
H (-4.4218, -0.1582, 2.4171)
H (-3.1145, 1.1199, 2.9386)
H (-4.6320, 1.6246, 2.0766)
H (1.3851, 1.0045, -1.7916)
H (-3.5297, 0.7168, 0.0721)
H (0.9914, 0.4087, 1.0817)
H (-1.2169, 0.4562, 1.9729)
H (5.8209, -2.8813, 2.6270)
H (0.5738, -0.1608, -6.7327)
H (4.6673, -3.4743, 3.2594)

## Properties
* total charge: +1
* lowest unoccupied orbital energy (spin up / spin down): -4.72 / -7.83 eV
* Kohn-Sham gap (spin up / spin down): 8.69 / 5.58 eV
* energy: -10534.0805 eV
* 2S+1: 2
* HOMO level (spin up / spin down): -13.41 / -13.41 eV

---

Entry 2:
Here is 3 unconnected molecules or ions with the total composition C6H14O3 in a non-equilibrium geometry from the OMol25 dataset. Energies are from the ωB97M-V functional and the def2-TZVPD basis.

Positions of all 23 atoms, in Å:
O (0.0467, -1.8426, -1.1103)
O (-1.2512, 0.3135, -1.1816)
O (1.1104, 0.0181, -1.8363)
C (-2.1529, 0.0627, 0.9986)
C (-1.1734, 0.7155, 0.0489)
C (2.3909, -1.6548, -0.6952)
C (-0.9172, 2.1966, 0.2227)
C (1.0910, -1.0425, -1.0790)
C (0.6592, 0.0188, 1.0457)
H (-1.7827, 2.7356, -0.1760)
H (-0.7800, 2.4785, 1.2648)
H (1.6135, 0.5026, 0.8400)
H (-2.0000, 0.3671, 2.0321)
H (-0.7588, -1.2449, -1.2353)
H (0.7346, -1.0016, 1.4195)
H (0.1126, 0.4113, -1.8134)
H (3.1174, -0.8850, -0.4508)
H (2.2586, -2.3401, 0.1372)
H (-3.1625, 0.3528, 0.6912)
H (-2.0792, -1.0221, 0.9278)
H (2.7531, -2.2223, -1.5569)
H (0.2107, 0.5855, 1.8567)
H (-0.0406, 2.4973, -0.3505)

## Properties
* total charge: 0
* lowest unoccupied orbital energy (spin up / spin down): 0.53 / 0.53 eV
* Kohn-Sham gap (spin up / spin down): 8.46 / 8.46 eV
* energy: -12588.9860 eV
* HOMO level (spin up / spin down): -7.93 / -7.93 eV

---

Entry 3:
Here is a molecular structure, C6H14O4Rb in a non-equilibrium geometry from the OMol25 dataset. Energies are from the ωB97M-V functional and the def2-TZVPD basis.

Positions of all 25 atoms, in Å:
Rb (0.1928, 0.7162, 1.2151)
O (2.1706, -0.0435, 3.2302)
O (0.6106, 2.0097, -1.0113)
O (-0.7280, -0.4586, -1.1391)
O (-1.2025, -1.2350, 1.7478)
C (-0.4405, -1.7817, -0.5421)
C (0.1745, -0.0412, -2.1145)
C (-0.2693, -1.9290, 2.7563)
C (-1.4777, -1.9499, 0.5238)
C (0.5963, 3.4153, -0.9539)
C (0.1398, 1.4657, -2.2283)
H (0.7802, 1.7941, -3.0662)
H (1.1995, -0.3611, -1.8411)
H (-0.1605, -1.1955, 3.5681)
H (-0.9115, -2.6999, 3.2152)
H (0.7534, 3.6995, 0.0934)
H (-0.8892, 1.8182, -2.4242)
H (0.5249, -2.4210, 2.1698)
H (-2.4829, -1.5774, 0.2243)
H (-1.5756, -3.0288, 0.7549)
H (-0.0565, -0.4839, -3.1033)
H (-0.6807, -2.5345, -1.3255)
H (2.6964, -0.8394, 3.1286)
H (1.4042, 3.8430, -1.5716)
H (-0.3686, 3.8186, -1.3064)

## Properties
* total charge: -1
* lowest unoccupied orbital energy: 2.20 eV
* Kohn-Sham gap: 4.49 eV
* energy: -15290.6688 eV
* HOMO level: -2.29 eV

---

Entry 4:
Here is a molecular structure, C6H14O4Rh in a non-equilibrium geometry from the OMol25 dataset. Energies are from the ωB97M-V functional and the def2-TZVPD basis.

Positions of all 25 atoms, in Å:
Rh (0.2147, 0.1300, 1.9730)
O (0.2106, 1.8646, 0.7503)
O (1.3493, -0.6805, 0.3903)
O (-1.9694, -0.1459, -0.1187)
O (0.4406, 0.6128, -2.8710)
C (2.0794, -1.8827, 0.5465)
C (1.9488, 0.2877, -0.4654)
C (-2.2024, -1.5134, 0.0289)
C (-1.7634, 0.5327, 1.1434)
C (0.8871, 1.2893, -0.8418)
C (-1.2287, 1.9260, 0.8934)
H (-1.5147, 2.6303, 1.6921)
H (-0.4353, 0.2517, -2.6566)
H (2.8261, 0.7570, 0.0097)
H (-1.6406, 2.3632, -0.0384)
H (-2.7395, 0.5884, 1.6615)
H (2.1037, -2.4196, -0.4128)
H (3.1069, -1.6750, 0.8820)
H (1.5624, -2.4784, 1.3085)
H (1.3249, 1.9642, -1.5954)
H (-0.1561, 1.4991, -1.0897)
H (-3.1039, -1.7146, 0.6365)
H (-2.3660, -1.9449, -0.9684)
H (2.3937, -0.2188, -1.3350)
H (-1.3281, -2.0230, 0.4772)

## Properties
* total charge: 0
* lowest unoccupied orbital energy (spin up / spin down): 0.40 / -3.30 eV
* Kohn-Sham gap (spin up / spin down): 4.85 / 5.11 eV
* energy: -17634.1787 eV
* 2S+1: 6
* HOMO level (spin up / spin down): -4.45 / -8.41 eV

---

Entry 5:
Here is 2 unconnected molecules or ions with the total composition C6H14OSi in a non-equilibrium geometry from the OMol25 dataset. Energies are from the ωB97M-V functional and the def2-TZVPD basis.

Positions of all 22 atoms, in Å:
Si (-0.7081, 1.1594, -3.0620)
O (-1.8432, 0.1411, -3.1687)
C (-0.5151, -0.8429, 1.6807)
C (1.4992, 0.4326, 1.1238)
C (-2.5904, -0.9063, -3.1589)
C (1.3441, -0.6902, 3.2684)
C (1.1989, 0.9883, -0.2555)
C (0.7720, -0.3169, 1.9820)
H (-2.6269, -1.4465, -3.9782)
H (-0.7863, -0.4477, 0.6789)
H (-1.2707, -0.6249, 2.4424)
H (0.7660, 0.1242, -0.8055)
H (2.2023, 0.0329, 3.3965)
H (0.5851, 1.8876, -0.1972)
H (2.4023, 0.7798, 1.4531)
H (0.4876, -0.6599, 3.9662)
H (-3.5581, -0.7835, -2.6147)
H (2.1313, 1.3680, -0.6730)
H (1.7921, -1.6598, 3.1001)
H (-0.1732, 0.9778, -4.4614)
H (-0.5881, 2.4278, -2.3503)
H (-0.5209, -1.9407, 1.6334)

## Properties
* total charge: 0
* lowest unoccupied orbital energy (spin up / spin down): 0.20 / 0.48 eV
* Kohn-Sham gap (spin up / spin down): 7.99 / 7.08 eV
* energy: -16368.5895 eV
* HOMO level (spin up / spin down): -7.79 / -6.60 eV

---

Entry 6:
Here is 2 unconnected molecules or ions with the total composition C6H14OSi in a non-equilibrium geometry from the OMol25 dataset. Energies are from the ωB97M-V functional and the def2-TZVPD basis.

Positions of all 22 atoms, in Å:
Si (-0.3752, 1.1694, 0.8870)
O (0.2875, -1.4916, 0.0258)
C (1.4075, 1.4127, 1.7161)
C (-0.9070, 2.1607, -0.6723)
C (-0.1133, -3.1171, -1.6655)
C (1.1867, -0.8476, -1.9469)
C (0.4818, -1.7406, -1.2251)
C (-1.4277, 0.5606, 2.2486)
H (1.4488, 0.6366, 2.4062)
H (-2.0772, 2.2492, -0.6352)
H (-0.0872, -3.0626, -2.7795)
H (-0.5532, 1.7124, -1.5592)
H (0.6116, -3.7598, -1.2888)
H (1.6328, 0.0104, -1.4656)
H (-2.4325, 0.4125, 1.8200)
H (-0.8593, -0.2116, 2.6159)
H (1.3651, 2.2972, 2.2879)
H (-0.6073, 3.2177, -0.6118)
H (-1.1078, -3.2203, -1.2070)
H (-1.5654, 1.1328, 3.1122)
H (2.2564, 1.4139, 0.9553)
H (1.4349, -0.9349, -3.0179)

## Properties
* total charge: 0
* lowest unoccupied orbital energy: -0.51 eV
* Kohn-Sham gap: 6.14 eV
* energy: -16370.8329 eV
* HOMO level: -6.65 eV

---

Entry 7:
Here is a molecular structure, C6H14S in a non-equilibrium geometry from the OMol25 dataset. Energies are from the ωB97M-V functional and the def2-TZVPD basis.

Positions of all 21 atoms, in Å:
S (-0.4157, 0.6976, 1.3023)
C (0.1797, 2.1545, 1.9501)
C (2.0566, -0.0111, 0.2156)
C (0.5081, -1.5966, -1.6774)
C (-1.0826, 1.2605, -0.3758)
C (0.8147, -0.3644, 0.4071)
C (0.1451, -1.5677, -0.1840)
H (2.6468, -0.7854, -0.2709)
H (1.5404, -1.8545, -1.9177)
H (-2.1832, 1.2429, -0.4316)
H (-0.4582, 0.6465, -0.9888)
H (2.3032, 0.9757, 0.4945)
H (0.9359, 2.7191, 1.3897)
H (-0.8913, -1.3502, -0.0601)
H (-0.0724, -2.4358, -2.1229)
H (-0.7891, 2.3338, -0.4738)
H (-2.6032, -0.2496, 0.9362)
H (0.2219, 2.1230, 3.0538)
H (-3.1251, -0.7229, 0.6126)
H (0.3315, -2.4962, 0.2889)
H (-0.0631, -0.7192, -2.1478)

## Properties
* total charge: 0
* lowest unoccupied orbital energy: 0.92 eV
* Kohn-Sham gap: 8.19 eV
* energy: -17279.2145 eV
* HOMO level: -7.27 eV

---

Entry 8:
Here is a molecular structure, C6H15BeFNO2Pb in a non-equilibrium geometry from the OMol25 dataset. Energies are from the ωB97M-V functional and the def2-TZVPD basis.

Positions of all 27 atoms, in Å:
Pb (-1.0792, 2.0091, -2.0424)
F (-2.4578, 2.4592, -0.0750)
O (-1.7571, -1.2526, 1.7809)
O (1.2974, 1.2318, -2.3271)
N (-0.5549, 0.0510, -0.3692)
C (-2.2045, -2.4017, 2.4647)
C (1.6908, 0.0959, -1.5665)
C (0.4485, -0.7269, -1.1476)
C (-0.0655, 0.2774, 1.0298)
C (2.4581, 2.0548, -2.6654)
C (-0.3877, -0.9475, 1.9122)
Be (-3.1190, 2.9170, 2.1260)
H (-1.3637, -0.5024, -0.0842)
H (-0.0607, -0.8332, 2.9495)
H (2.1104, 2.8401, -3.3329)
H (0.2186, -1.7922, 1.5647)
H (2.2969, -0.5044, -2.2462)
H (2.2794, 0.3741, -0.6903)
H (-0.5864, 1.1572, 1.4219)
H (-0.0839, -0.9645, -2.0734)
H (-2.2904, -2.2870, 3.5496)
H (-1.5176, -3.2551, 2.4099)
H (1.0051, 0.4729, 1.0380)
H (-3.0941, -2.7620, 1.9532)
H (2.8629, 2.4489, -1.7331)
H (3.2767, 1.5289, -3.1569)
H (0.6778, -1.6889, -0.6902)

## Properties
* total charge: +3
* lowest unoccupied orbital energy: -16.40 eV
* Kohn-Sham gap: 3.22 eV
* energy: -20380.9792 eV
* HOMO level: -19.62 eV